# 1
50
Properties=species:S:1:pos:R:3:forces:R:3 method="wB97M-V/def2-TZVPD" e_above_lowest_kcal_mol=112.04 charge=-1 e_homo_ev=-6.6394 gap_ev=8.953
O 0.0062 -2.9327 -2.4841 -2.248 -1.670 2.633
H 0.6789 -2.3448 -2.6697 2.095 1.568 -1.566
H -0.3574 -3.4900 -3.1524 0.352 0.097 -1.017
O -3.3804 3.2484 0.0576 0.458 0.555 -0.516
H -3.9394 3.9367 -0.2853 -0.665 0.261 0.496
H -3.6627 2.7577 0.8380 -0.384 0.240 -0.488
O -0.2741 -5.4593 1.6062 0.452 -2.792 1.999
H -0.8605 -5.5210 0.8894 -0.727 0.823 -1.412
H 0.1758 -4.6541 1.7279 0.251 1.886 -0.605
O 2.6005 -2.8544 0.4083 0.884 -1.139 0.918
H 2.1024 -2.6153 -0.3558 -0.353 -0.044 -1.592
H 2.1651 -2.1956 0.9409 0.010 -0.554 1.160
O -1.2144 -1.0727 -0.6104 -2.123 2.638 1.741
H -1.2137 -2.4127 0.5396 0.271 0.079 1.203
O -0.1864 0.6897 1.1663 -1.473 -2.177 3.811
H 4.3217 3.2610 2.1858 -0.662 0.537 1.145
H -0.5581 1.5162 1.1494 -0.331 3.084 -1.280
O -3.4345 -2.0444 -3.3055 -1.212 -3.818 -1.009
H -2.2946 0.7153 1.3923 -1.368 0.421 -1.250
H -2.5696 -1.7820 -3.4761 2.356 1.441 -0.014
O -1.0275 -0.2425 -3.3638 0.090 1.032 2.433
H -1.5567 0.5491 -3.4511 -0.448 0.508 -1.213
H -0.3553 -1.4266 -0.8078 1.249 0.055 0.173
O -2.9201 1.0351 0.6623 2.003 -1.962 1.493
H -3.9660 -1.3847 -2.9710 -1.110 2.388 1.102
H -2.3759 0.7512 -0.1088 -0.988 0.527 0.302
O 2.7398 -0.0100 -2.0632 -1.731 0.755 0.804
H 2.0054 0.1051 -1.2016 1.345 -1.664 -1.851
H 2.3917 0.3232 -2.9087 -0.125 -0.057 0.671
O -0.9859 3.8173 -0.9433 -1.038 0.313 -2.374
H -1.7623 3.5210 -0.4744 -0.307 -0.189 0.702
H 3.7951 1.0065 -1.6189 1.439 0.023 0.343
O -1.0058 -2.5914 1.5009 0.953 0.139 -1.350
H -1.8394 -2.7899 1.8748 -1.294 -0.438 0.731
H 1.9852 -0.8551 0.5428 1.099 0.692 0.765
O 4.6451 1.5034 -1.3248 0.885 -0.758 0.363
H 5.3538 0.8289 -1.1217 -1.611 0.980 -0.503
H -1.1267 -0.3758 0.2128 0.448 -2.819 -2.534
O -1.5743 0.5283 4.9777 -0.334 0.090 0.134
H -2.4620 0.5784 5.3446 0.026 -0.022 0.250
H -1.7509 0.5550 4.0359 0.373 -0.097 -0.368
O 3.5287 3.4803 2.7301 0.135 -0.672 -1.380
H 3.7071 3.9017 3.5612 0.712 0.152 0.252
H -0.9227 -0.0578 -2.3662 0.302 -1.604 -1.407
O 1.3483 -0.7654 -0.1330 -1.634 1.637 -1.278
H -0.2351 3.8655 -0.4093 1.756 -0.171 1.556
H 0.2814 0.1284 0.5504 2.494 -0.515 -2.039
O 1.8109 2.6373 0.6815 -1.209 2.163 -1.416
H 1.8555 1.7167 0.6128 0.147 -2.188 -0.011
H 2.3139 2.9209 1.4170 0.790 0.268 1.293



# 2
68
Properties=species:S:1:pos:R:3:forces:R:3 method="wB97M-V/def2-TZVPD" e_above_lowest_kcal_mol=1.15 e_homo_ev=-7.6600 gap_ev=8.069 smiles="CCn1c(SCC(=O)Nc2oc(-c3ccccc3)c(-c3ccccc3)c2C#N)nnc1-c1cc(OC)cc(OC)c1"
C -2.8684 -2.6783 -2.5669 -0.115 -0.047 0.162
C -3.5478 -3.0134 -1.2422 -0.163 -0.095 -0.657
N -2.7894 -2.4963 -0.1314 0.507 0.111 0.705
C -1.6384 -3.0321 0.3625 -0.045 0.038 0.164
S -0.9995 -4.5604 -0.1631 0.098 -0.320 -0.149
C 0.4004 -4.7541 0.9906 -0.212 0.116 -0.198
C 1.6042 -3.9263 0.5568 -0.130 -0.185 0.056
O 2.5042 -4.3744 -0.1081 -0.012 -0.120 -0.090
N 1.5315 -2.6405 1.0083 0.032 0.791 0.187
C 2.4481 -1.6573 0.7256 0.855 -0.518 -0.167
O 1.9773 -0.4042 0.7056 -0.188 -0.259 0.038
C 3.0224 0.4353 0.4309 1.296 -0.375 -0.127
C 2.7413 1.8587 0.4233 -0.342 0.233 0.048
C 3.7496 2.8064 0.6051 -0.059 -0.136 0.047
C 3.4462 4.1538 0.5980 0.012 0.065 -0.024
C 2.1393 4.5790 0.4211 -0.046 0.076 -0.005
C 1.1292 3.6445 0.2612 -0.017 0.101 0.007
C 1.4239 2.2953 0.2633 0.106 -0.114 -0.023
C 4.1739 -0.2989 0.2644 -0.970 0.376 0.096
C 5.5139 0.1440 -0.1148 0.218 0.141 -0.124
C 6.6308 -0.3252 0.5704 -0.111 0.071 0.015
C 7.8990 0.0740 0.1900 0.112 0.005 0.004
C 8.0673 0.9362 -0.8801 0.067 0.006 0.013
C 6.9601 1.3991 -1.5727 0.002 0.087 -0.068
C 5.6905 1.0064 -1.1952 0.028 -0.124 0.018
C 3.8023 -1.6724 0.4716 -1.191 0.511 0.112
C 4.6795 -2.7662 0.4605 0.215 -0.337 0.054
N 5.4583 -3.6073 0.4938 0.301 -0.245 0.020
N -1.1170 -2.2380 1.2662 0.114 -0.766 -0.266
N -1.9037 -1.1582 1.3638 -0.658 0.954 0.198
C -2.9048 -1.2999 0.5380 0.316 -0.266 0.126
C -3.9584 -0.3100 0.3643 -0.555 0.263 -0.110
C -3.5728 1.0271 0.2733 0.107 0.265 -0.046
C -4.5425 2.0065 0.1270 -0.015 -0.217 0.026
O -4.2903 3.3367 0.0281 -0.333 -0.195 -0.006
C -2.9524 3.7720 0.1039 0.233 0.075 0.010
C -5.8926 1.6506 0.0669 -0.178 0.053 0.016
C -6.2711 0.3230 0.1767 0.191 0.069 -0.044
O -7.5534 -0.1225 0.1491 0.307 -0.161 0.038
C -8.5918 0.8216 0.0295 -0.187 0.164 -0.022
C -5.2951 -0.6655 0.3289 0.016 0.017 0.006
H -1.8748 -3.1184 -2.6089 0.087 -0.003 -0.048
H -2.7831 -1.5999 -2.6845 0.010 0.071 -0.023
H -3.4575 -3.0737 -3.3888 -0.040 -0.032 -0.128
H -4.5447 -2.5727 -1.2133 0.112 -0.174 0.059
H -3.6240 -4.0981 -1.1216 -0.140 0.118 0.052
H 0.6574 -5.8114 0.9373 0.014 0.112 0.021
H 0.0505 -4.4835 1.9850 0.046 -0.077 0.041
H 0.6082 -2.3070 1.3483 0.180 -0.224 -0.007
H 4.7662 2.4828 0.7634 0.062 0.012 0.030
H 4.2349 4.8781 0.7382 0.067 0.053 0.019
H 1.9077 5.6337 0.4152 -0.013 0.087 0.006
H 0.1073 3.9724 0.1341 -0.072 0.014 -0.012
H 0.6392 1.5637 0.1428 -0.085 -0.048 -0.011
H 6.5027 -0.9979 1.4050 0.004 -0.062 0.058
H 8.7589 -0.2933 0.7299 0.070 -0.032 0.042
H 9.0588 1.2439 -1.1775 0.080 0.018 -0.023
H 7.0870 2.0654 -2.4134 0.012 0.048 -0.067
H 4.8259 1.3600 -1.7384 -0.067 0.017 -0.048
H -2.5236 1.2606 0.3321 0.111 0.070 -0.004
H -2.9926 4.8575 0.0282 0.058 -0.083 0.010
H -2.4932 3.4894 1.0561 -0.007 0.001 -0.040
H -2.3565 3.3723 -0.7231 -0.011 0.003 0.039
H -6.6088 2.4462 -0.0508 -0.126 0.071 -0.018
H -9.5155 0.2457 0.0467 0.043 0.091 -0.007
H -8.5884 1.5277 0.8652 0.007 -0.018 -0.033
H -8.5255 1.3727 -0.9137 0.005 -0.012 0.040
H -5.6205 -1.6847 0.4626 -0.016 -0.132 0.013



# 3
45
Properties=species:S:1:pos:R:3:forces:R:3 method="wB97M-V/def2-TZVPD" e_above_lowest_kcal_mol=6.94 s_squared=3.779 multiplicity=4 e_homo_ev="-6.3203 / -7.2580" gap_ev="6.751 / 6.735"
C -2.4973 0.2310 -2.5282 0.175 -0.082 0.020
C -2.0717 -0.9427 -1.9099 0.189 -0.045 0.366
C -1.2514 -0.9322 -0.7511 -0.768 0.346 -0.961
C -0.8665 0.3218 -0.2431 1.272 0.145 0.453
C -1.1028 1.4752 -1.0091 -0.960 -0.254 -0.192
C -1.9944 1.4512 -2.0879 0.330 -0.103 -0.021
C -1.0056 -2.2726 -0.1127 -0.543 -0.279 0.502
C 0.2733 -3.1343 -0.3630 0.390 -0.865 -0.387
N 1.4736 -2.6398 -0.9812 -0.109 1.242 0.602
Co -0.4147 0.9203 1.6986 -0.936 -2.259 -1.057
C -0.5244 2.7894 -0.5680 0.667 0.753 0.069
P 0.7481 2.4781 0.7424 -1.401 1.210 -1.934
H -2.4206 -1.9119 -2.2868 0.090 0.384 0.097
H -2.2793 2.3876 -2.5662 0.039 -0.196 -0.038
H -3.2038 0.1863 -3.3574 0.206 0.024 0.176
H -1.3065 3.4383 -0.1344 0.349 -0.074 -0.117
H -0.0364 3.3322 -1.3876 -0.343 0.003 -0.136
H -1.1223 -2.1925 0.9758 0.110 0.117 -0.397
H -1.8459 -2.9123 -0.4443 0.351 0.210 0.230
H 0.6068 -3.5222 0.6161 -0.380 0.004 -0.424
C 1.1249 4.1133 1.4031 0.528 0.418 -0.134
C 2.1880 1.8094 -0.1588 0.392 0.326 0.081
H -0.0629 -4.0033 -0.9669 0.023 0.117 0.379
C 1.5227 -2.1944 -2.3396 0.046 -0.231 -0.145
C 2.6921 -2.5834 -0.2172 -0.130 -0.416 -0.013
H 0.6399 1.0575 2.9033 1.370 -0.710 0.300
H 1.9285 -2.9647 -3.0193 -0.078 0.027 -0.060
H 0.5212 -1.9232 -2.6967 0.283 0.075 0.070
H 2.2051 -1.3311 -2.4196 -0.355 -0.041 -0.093
H 3.2793 -3.5118 -0.3224 0.161 0.101 0.000
H 3.3340 -1.7524 -0.5549 -0.228 -0.123 0.235
H 2.4533 -2.4913 0.8513 0.188 0.226 -0.233
H 2.7813 2.6217 -0.6112 -0.137 -0.307 0.160
H 2.8081 1.2470 0.5563 -0.053 0.175 -0.295
H 1.8562 1.1150 -0.9457 -0.077 0.252 0.383
H 1.3879 4.8049 0.5882 0.040 -0.027 0.376
H 0.2531 4.4948 1.9544 0.267 -0.175 -0.244
H 1.9638 4.0132 2.1054 -0.160 0.226 -0.161
H 1.1294 0.8093 2.2806 0.806 -0.309 1.329
C -2.5910 -0.0639 3.0637 -1.286 -1.023 1.304
C -1.2121 -0.5052 2.7624 1.032 0.881 -0.008
O -0.5743 -1.5054 3.0557 -1.231 0.516 0.109
H -3.1904 -0.0824 2.1356 0.278 0.175 0.324
H -2.5193 0.9667 3.4619 -0.186 -0.456 -0.368
H -3.0770 -0.6914 3.8286 -0.221 0.023 -0.149



Copy entry 1 word for word.
50
Properties=species:S:1:pos:R:3:forces:R:3 method="wB97M-V/def2-TZVPD" e_above_lowest_kcal_mol=112.04 charge=-1 e_homo_ev=-6.6394 gap_ev=8.953
O 0.0062 -2.9327 -2.4841 -2.248 -1.670 2.633
H 0.6789 -2.3448 -2.6697 2.095 1.568 -1.566
H -0.3574 -3.4900 -3.1524 0.352 0.097 -1.017
O -3.3804 3.2484 0.0576 0.458 0.555 -0.516
H -3.9394 3.9367 -0.2853 -0.665 0.261 0.496
H -3.6627 2.7577 0.8380 -0.384 0.240 -0.488
O -0.2741 -5.4593 1.6062 0.452 -2.792 1.999
H -0.8605 -5.5210 0.8894 -0.727 0.823 -1.412
H 0.1758 -4.6541 1.7279 0.251 1.886 -0.605
O 2.6005 -2.8544 0.4083 0.884 -1.139 0.918
H 2.1024 -2.6153 -0.3558 -0.353 -0.044 -1.592
H 2.1651 -2.1956 0.9409 0.010 -0.554 1.160
O -1.2144 -1.0727 -0.6104 -2.123 2.638 1.741
H -1.2137 -2.4127 0.5396 0.271 0.079 1.203
O -0.1864 0.6897 1.1663 -1.473 -2.177 3.811
H 4.3217 3.2610 2.1858 -0.662 0.537 1.145
H -0.5581 1.5162 1.1494 -0.331 3.084 -1.280
O -3.4345 -2.0444 -3.3055 -1.212 -3.818 -1.009
H -2.2946 0.7153 1.3923 -1.368 0.421 -1.250
H -2.5696 -1.7820 -3.4761 2.356 1.441 -0.014
O -1.0275 -0.2425 -3.3638 0.090 1.032 2.433
H -1.5567 0.5491 -3.4511 -0.448 0.508 -1.213
H -0.3553 -1.4266 -0.8078 1.249 0.055 0.173
O -2.9201 1.0351 0.6623 2.003 -1.962 1.493
H -3.9660 -1.3847 -2.9710 -1.110 2.388 1.102
H -2.3759 0.7512 -0.1088 -0.988 0.527 0.302
O 2.7398 -0.0100 -2.0632 -1.731 0.755 0.804
H 2.0054 0.1051 -1.2016 1.345 -1.664 -1.851
H 2.3917 0.3232 -2.9087 -0.125 -0.057 0.671
O -0.9859 3.8173 -0.9433 -1.038 0.313 -2.374
H -1.7623 3.5210 -0.4744 -0.307 -0.189 0.702
H 3.7951 1.0065 -1.6189 1.439 0.023 0.343
O -1.0058 -2.5914 1.5009 0.953 0.139 -1.350
H -1.8394 -2.7899 1.8748 -1.294 -0.438 0.731
H 1.9852 -0.8551 0.5428 1.099 0.692 0.765
O 4.6451 1.5034 -1.3248 0.885 -0.758 0.363
H 5.3538 0.8289 -1.1217 -1.611 0.980 -0.503
H -1.1267 -0.3758 0.2128 0.448 -2.819 -2.534
O -1.5743 0.5283 4.9777 -0.334 0.090 0.134
H -2.4620 0.5784 5.3446 0.026 -0.022 0.250
H -1.7509 0.5550 4.0359 0.373 -0.097 -0.368
O 3.5287 3.4803 2.7301 0.135 -0.672 -1.380
H 3.7071 3.9017 3.5612 0.712 0.152 0.252
H -0.9227 -0.0578 -2.3662 0.302 -1.604 -1.407
O 1.3483 -0.7654 -0.1330 -1.634 1.637 -1.278
H -0.2351 3.8655 -0.4093 1.756 -0.171 1.556
H 0.2814 0.1284 0.5504 2.494 -0.515 -2.039
O 1.8109 2.6373 0.6815 -1.209 2.163 -1.416
H 1.8555 1.7167 0.6128 0.147 -2.188 -0.011
H 2.3139 2.9209 1.4170 0.790 0.268 1.293